# 1
Computed, not measured: a cluster of 2 separate species, C8H18B2NO6 in total, with ωB97M-V with the def2-TZVPD basis set.

Atoms and positions in Å:
1 C -4.201 1.599 -1.935
2 O -3.428 2.181 -0.914
3 B -2.039 1.859 -1.100
4 O -1.391 2.563 -2.151
5 C -1.193 0.815 -0.289
6 C -1.241 1.065 1.245
7 N 0.143 1.024 1.809
8 B -1.501 -0.672 -0.647
9 O -0.627 -1.330 -1.576
10 O -2.599 -1.466 -0.154
11 C -3.404 -1.930 -1.215
12 H -4.979 2.324 -2.213
13 H -3.613 1.410 -2.840
14 H -4.715 0.696 -1.593
15 H -0.578 2.078 -2.239
16 H -1.869 0.351 1.803
17 H -1.614 2.077 1.464
18 H 0.788 1.124 1.029
19 H 0.307 0.101 2.191
20 H -0.866 -2.252 -1.644
21 H -4.465 -1.791 -0.996
22 H -3.236 -3.012 -1.350
23 H -3.146 -1.452 -2.167
24 O 2.459 0.271 -0.514
25 C 3.257 -0.020 0.319
26 O 3.957 0.889 1.054
27 C 4.907 0.211 1.884
28 C 4.377 -1.206 2.027
29 C 3.677 -1.421 0.691
30 H 5.884 0.241 1.392
31 H 4.979 0.726 2.841
32 H 5.156 -1.937 2.244
33 H 3.644 -1.245 2.835
34 H 4.359 -1.799 -0.073
35 H 2.812 -2.072 0.781

The value obtained for the HOMO energy is -1.6305 eV. The calculation puts the HOMO-LUMO gap at 4.4 eV. As for the net charge: -1. As for the relative energy (zero: lowest compared OMol25 entry of this formula, charge and spin): 15.1 kcal/mol.

---

# 2
Computed, not measured: a structure of composition C8H18CdO8, with ωB97M-V with the def2-TZVPD basis set.

Atoms and positions in Å:
1 Cd -0.380 -0.308 0.136
2 C 0.010 3.235 1.966
3 C -0.048 1.916 1.239
4 O -0.108 1.879 -0.020
5 O 0.015 0.855 1.919
6 H 0.538 3.177 2.916
7 H -0.963 3.704 2.120
8 H 0.559 4.000 1.407
9 C -1.243 -4.077 1.214
10 C -0.616 -2.770 0.788
11 O 0.006 -2.025 1.588
12 O -0.772 -2.343 -0.396
13 H -0.638 -4.922 0.886
14 H -2.186 -4.191 0.670
15 H -1.544 -4.134 2.256
16 C 2.797 -0.171 -0.005
17 C 3.670 0.811 -0.780
18 O 4.884 1.006 -0.035
19 O 1.616 -0.422 -0.768
20 H 2.504 0.186 0.981
21 H 3.312 -1.115 0.187
22 H 3.115 1.746 -0.839
23 H 3.989 0.366 -1.722
24 H 5.294 1.823 -0.328
25 H 1.727 -1.182 -1.350
26 C -3.062 0.555 -0.878
27 C -2.373 0.065 -2.166
28 O -0.939 0.007 -2.051
29 O -2.655 -0.049 0.361
30 H -4.097 0.306 -1.160
31 H -3.047 1.642 -0.789
32 H -2.731 0.718 -2.967
33 H -2.709 -0.938 -2.452
34 H -0.623 0.336 -2.900
35 H -3.303 0.315 0.975

The value obtained for the HOMO energy is -8.6891 eV. The calculation puts the HOMO-LUMO gap at 9.0 eV. As for the relative energy (zero: lowest compared OMol25 entry of this formula, charge and spin): 0.0 kcal/mol.

---

# 3
Computed, not measured: a cluster of 2 separate species, C8H18Cl2OP2S in total, with ωB97M-V with the def2-TZVPD basis set.

Atoms and positions in Å:
1 C -0.911 -3.717 1.541
2 C -0.472 -2.315 1.803
3 P -1.387 -0.721 1.290
4 P 0.438 0.530 1.505
5 S 1.775 -0.175 0.278
6 C -3.047 -1.627 0.948
7 Cl -3.371 -2.167 -0.832
8 C -4.073 -1.911 2.024
9 C -5.508 -2.661 1.607
10 Cl -3.782 -1.438 3.832
11 H -1.313 -4.320 2.489
12 H -0.821 -4.254 0.493
13 H 0.550 -2.191 2.398
14 H -1.438 -0.258 -0.092
15 H -1.980 0.138 2.300
16 H 0.102 1.891 1.089
17 H 0.917 0.584 2.862
18 H -6.200 -2.814 2.567
19 H -5.350 -3.645 0.994
20 H -6.136 -1.933 0.902
21 C 2.421 2.927 -1.777
22 C 3.768 3.239 -2.410
23 C 3.995 2.413 -3.666
24 O 4.805 2.967 -1.471
25 H 2.362 1.874 -1.481
26 H 2.276 3.520 -0.868
27 H 1.601 3.142 -2.469
28 H 3.821 4.306 -2.656
29 H 3.992 1.342 -3.436
30 H 4.974 2.640 -4.103
31 H 3.222 2.613 -4.414
32 H 4.766 2.022 -1.246

The value obtained for the HOMO energy is -8.2262 eV. The calculation puts the HOMO-LUMO gap at 6.6 eV. As for the SMILES: C=C[PH2]([PH2]=S)/C(Cl)=C(/C)Cl.CC(C)O.

---

# 4
Computed, not measured: a structure of composition C8H18F5IrN4O, with ωB97M-V with the def2-TZVPD basis set.

Atoms and positions in Å:
1 Ir -0.986 0.464 0.033
2 N 0.416 0.890 -1.650
3 C 1.682 0.162 -1.765
4 C 1.426 -1.214 -1.223
5 N 0.758 -1.104 0.101
6 C 1.792 -0.701 1.118
7 C 1.337 0.297 2.174
8 N 0.663 1.444 1.561
9 C 0.261 -2.475 0.399
10 C -0.523 -2.464 1.691
11 N -1.414 -1.315 1.580
12 H -0.203 0.687 -2.427
13 H 0.562 1.894 -1.672
14 H 2.439 0.695 -1.191
15 H 2.027 0.118 -2.799
16 H 2.343 -1.802 -1.137
17 H 0.746 -1.743 -1.891
18 H 2.644 -0.283 0.585
19 H 2.162 -1.598 1.621
20 H 2.226 0.580 2.745
21 H 0.646 -0.160 2.881
22 H 1.313 2.089 1.125
23 H 0.144 1.976 2.251
24 H 1.107 -3.167 0.461
25 H -0.378 -2.772 -0.432
26 H 0.135 -2.336 2.549
27 H -1.048 -3.409 1.824
28 H -1.588 -0.836 2.455
29 H -2.331 -1.552 1.216
30 O -2.505 0.758 0.770
31 F -2.644 2.916 -0.183
32 C -1.767 2.288 -0.976
33 F -0.750 3.215 -1.180
34 C -2.507 2.147 -2.336
35 F -3.520 1.298 -2.214
36 F -1.695 1.689 -3.325
37 F -2.969 3.325 -2.737

The spin multiplicity is 2. The value obtained for the HOMO energy (alpha / beta) is -11.5624 / -11.7364 eV. The calculation puts the HOMO-LUMO gap (alpha / beta) at 7.4 / 7.9 eV. As for the net charge: +1. As for the relative energy (zero: lowest compared OMol25 entry of this formula, charge and spin): 80.0 kcal/mol. The expectation value of S² is 0.758.

---

# 5
Computed, not measured: a structure of composition C8H18KO4S2, with ωB97M-V with the def2-TZVPD basis set.

Atoms and positions in Å:
1 K -1.717 1.820 -3.173
2 C 2.455 -1.723 -0.096
3 S 2.905 -1.738 -1.914
4 O 1.690 -1.274 -2.720
5 C 4.119 -0.368 -1.987
6 H 3.368 -1.779 0.497
7 H 1.603 -2.360 0.139
8 H 2.228 -0.658 -0.040
9 H 4.611 -0.355 -2.960
10 H 4.984 -0.292 -1.328
11 H 3.743 0.654 -1.938
12 C 2.998 6.755 1.288
13 S 2.449 5.066 1.766
14 O 1.830 4.391 0.522
15 C 4.144 4.312 1.930
16 H 3.870 6.690 0.637
17 H 3.190 7.459 2.097
18 H 2.209 7.184 0.669
19 H 4.510 4.203 0.909
20 H 4.214 3.357 2.451
21 H 4.778 5.058 2.410
22 O -4.127 -1.554 0.295
23 C -4.642 -2.650 0.202
24 O -3.918 -3.655 -0.189
25 C -4.583 -4.889 -0.138
26 C -6.058 -4.456 -0.193
27 C -6.037 -3.134 0.477
28 H -4.416 -5.430 0.793
29 H -4.416 -5.436 -1.067
30 H -6.743 -5.216 0.183
31 H -6.359 -4.331 -1.234
32 H -6.045 -3.178 1.566
33 H -6.838 -2.473 0.144

The value obtained for the HOMO energy is -11.0096 eV. The calculation puts the HOMO-LUMO gap at 7.2 eV. As for the net charge: +1. As for the relative energy (zero: lowest compared OMol25 entry of this formula, charge and spin): 49.5 kcal/mol.

---

# 6
Computed, not measured: a cluster of 2 separate species, C8H18N2 in total, with ωB97M-V with the def2-TZVPD basis set.

Atoms and positions in Å:
1 C -1.235 0.320 -0.071
2 C -2.607 0.175 0.588
3 C -0.519 1.552 0.436
4 C -1.361 0.392 -1.589
5 C 3.081 0.183 0.929
6 C 2.378 0.171 -0.388
7 N 2.501 0.934 -1.381
8 H 3.121 1.728 -1.223
9 H -3.144 -0.680 0.177
10 H -2.506 0.028 1.665
11 H -3.204 1.076 0.426
12 H -1.015 2.461 0.105
13 H 0.507 1.559 0.017
14 H -0.410 1.565 1.519
15 H -1.914 -0.454 -1.991
16 H -1.902 1.298 -1.866
17 H -0.376 0.436 -2.051
18 H 3.347 1.195 1.232
19 H 2.423 -0.253 1.670
20 H 3.979 -0.440 0.889
21 C -0.556 -2.242 -0.510
22 C -0.376 -1.039 0.369
23 N -0.013 -1.257 1.560
24 H 0.042 -0.427 2.147
25 H 1.576 -0.667 -0.479
26 H -1.613 -2.432 -0.682
27 H -0.089 -2.075 -1.479
28 H -0.113 -3.108 -0.020

The value obtained for the HOMO energy is -9.3329 eV. The calculation puts the HOMO-LUMO gap at 10.2 eV. As for the SMILES: [H]/N=C(/C)C(C)(C)C.[H]/N=C\C. As for the relative energy (zero: lowest compared OMol25 entry of this formula, charge and spin): 30.5 kcal/mol.

---

Computed E_tot (Eh) in order:
-871.65331 -1085.28587 -2391.80645 -1213.23739 -2012.60485 -425.08237